No. 1
This record from OMol25 describes a 2-piece molecular cluster, C5H15N3O overall in a non-equilibrium geometry. The level of theory is ωB97M-V with the def2-TZVPD basis set.

Positions of all 24 atoms, in Å:
C 1.718 0.752 -1.730
C 1.249 0.296 -0.351
O 1.800 0.827 0.642
N 1.059 -1.153 -0.296
N 1.803 -1.875 0.664
H 2.798 0.906 -1.708
H 1.448 0.070 -2.540
H 1.232 1.709 -1.937
H 0.931 -1.640 -1.181
H 2.305 -1.159 1.209
H 1.135 -2.289 1.317
C -1.003 0.387 2.335
C -1.387 -0.300 1.052
N -0.982 0.708 -0.265
C -1.668 0.361 -1.495
H -1.414 1.397 2.389
H -1.370 -0.197 3.188
H 0.076 0.465 2.472
H -1.044 -1.330 1.001
H -2.471 -0.349 0.944
H -0.651 1.657 -0.133
H -2.034 -0.669 -1.501
H -1.015 0.405 -2.372
H -2.514 1.021 -1.703

Summary:
- largest force on an atom (hartree/bohr) = 0.0944
- HOMO level (eV) = -8.058
- 2S+1 = 1
- ΔE to the lowest compared entry with this formula, charge and spin (eV) = 3.428
- SMILES string = CC(=O)NN.CCNC
- electronic energy (eV) = -11943.3211

No. 2
This record from OMol25 describes a 15-piece molecular cluster, C47H73N14O8 overall in a non-equilibrium geometry. The level of theory is ωB97M-V with the def2-TZVPD basis set.

Positions of all 142 atoms, in Å:
C -19.238 -3.541 -3.017
C -19.038 -2.612 -1.810
C -19.975 -2.867 -0.601
N -19.740 -2.086 0.747
C -20.865 -2.591 1.723
C -20.649 -2.100 3.154
C -19.245 -2.383 3.669
C -18.147 -1.755 2.710
C -18.258 -2.400 1.270
C -19.930 -0.554 0.489
H -19.228 -4.602 -2.769
H -18.390 -3.327 -3.667
H -20.126 -3.187 -3.542
H -19.056 -1.571 -2.130
H -17.993 -2.762 -1.540
H -19.830 -3.898 -0.281
H -21.005 -2.720 -0.925
H -20.900 -3.680 1.727
H -21.792 -2.207 1.297
H -21.435 -2.662 3.658
H -21.002 -1.095 3.384
H -19.069 -3.432 3.908
H -19.087 -1.956 4.659
H -17.115 -2.043 2.913
H -18.199 -0.666 2.724
H -18.122 -3.480 1.235
H -17.640 -1.957 0.488
H -19.180 -0.071 -0.139
H -19.833 -0.123 1.485
H -20.981 -0.500 0.205
C -18.912 7.020 -2.660
O -19.007 6.926 -3.861
N -19.758 7.679 -1.998
N -18.123 6.371 -1.936
H -20.552 7.951 -2.560
H -19.704 7.731 -0.990
H -17.412 5.699 -2.189
H -18.062 6.496 -0.936
C -18.411 -10.026 3.805
O -19.296 -9.294 4.110
N -18.609 -11.230 3.334
N -17.105 -9.707 3.861
H -19.568 -11.520 3.210
H -17.871 -11.698 2.827
H -16.861 -8.940 4.471
H -16.415 -10.428 3.704
C -18.689 3.171 -10.377
C -19.402 2.529 -11.398
C -19.050 1.270 -11.876
C -18.063 0.585 -11.230
C -17.293 1.208 -10.282
C -17.562 2.491 -9.908
O -16.767 3.069 -8.955
O -19.779 0.594 -12.817
H -18.945 4.131 -9.954
H -20.284 3.038 -11.758
H -17.833 -0.431 -11.514
H -16.423 0.746 -9.840
H -17.322 3.746 -8.560
H -20.446 1.148 -13.230
C -14.450 -11.426 -11.353
C -14.450 -10.089 -11.184
C -15.580 -9.398 -10.615
C -16.673 -10.100 -10.086
C -16.734 -11.482 -10.238
C -15.637 -12.106 -10.842
O -15.822 -13.438 -11.044
O -15.618 -8.007 -10.599
H -13.710 -11.933 -11.955
H -13.690 -9.522 -11.700
H -17.558 -9.530 -9.840
H -17.583 -12.074 -9.930
H -14.959 -13.811 -10.851
H -14.875 -7.528 -10.974
C -11.612 4.704 7.122
C -12.337 5.556 6.332
C -12.901 5.124 5.123
C -12.587 3.831 4.650
C -11.842 3.017 5.435
C -11.324 3.435 6.651
O -10.617 2.553 7.418
O -13.723 5.883 4.348
H -11.312 5.069 8.093
H -12.369 6.602 6.598
H -13.079 3.445 3.770
H -11.417 2.072 5.131
H -9.891 2.862 7.965
H -13.415 6.790 4.416
C -9.710 1.329 -1.387
C -11.187 1.474 -1.517
N -12.361 1.543 -1.721
H -9.186 2.025 -2.042
H -9.371 0.357 -1.747
H -9.478 1.383 -0.324
C -28.103 -6.914 3.527
C -29.162 -6.066 2.972
N -29.966 -5.342 2.503
H -28.507 -7.222 4.491
H -27.173 -6.345 3.560
H -28.143 -7.762 2.844
C -19.394 -6.909 12.038
C -18.449 -7.116 13.150
N -17.684 -7.178 13.992
H -20.314 -7.477 12.174
H -18.953 -7.199 11.084
H -19.714 -5.869 12.104
C -16.844 2.997 9.483
C -17.767 3.623 8.535
N -18.495 4.116 7.758
H -16.647 3.615 10.360
H -15.970 2.785 8.867
H -17.215 2.015 9.774
C -11.495 -4.221 -3.867
C -12.343 -5.163 -3.032
N -13.047 -5.838 -2.403
H -11.599 -4.591 -4.887
H -10.456 -4.257 -3.540
H -11.821 -3.182 -3.887
C -28.066 -2.783 8.819
C -27.753 -1.753 7.793
N -27.484 -0.986 7.018
H -28.228 -2.262 9.763
H -27.330 -3.582 8.729
H -28.982 -3.343 8.634
C -28.028 3.087 1.436
C -29.345 3.150 2.067
N -30.386 3.269 2.576
H -28.193 3.302 0.380
H -27.549 2.111 1.506
H -27.507 3.972 1.803
C -22.221 -11.010 -2.390
C -22.962 -10.080 -1.613
N -23.576 -9.312 -0.946
H -21.809 -10.461 -3.236
H -22.891 -11.804 -2.719
H -21.576 -11.498 -1.658
C -26.984 0.330 -6.615
C -26.856 -0.239 -5.238
N -26.715 -0.679 -4.197
H -26.035 0.486 -7.127
H -27.543 1.247 -6.429
H -27.638 -0.239 -7.275

Summary:
- largest force on an atom (hartree/bohr) = 0.1846
- HOMO level (eV) = -8.946
- net charge = +1
- 2S+1 = 1
- electronic energy (eV) = -87151.7671

No. 3
This record from OMol25 describes one molecule with the formula C15H20N2O5S. The level of theory is ωB97M-V with the def2-TZVPD basis set.

Positions of all 43 atoms, in Å:
N 2.898 2.337 -0.833
S 3.996 1.396 0.036
O 5.131 1.091 -0.789
O 4.206 2.071 1.282
C 3.011 -0.063 0.273
C 3.171 -1.141 -0.572
C 2.328 -2.230 -0.440
C 1.332 -2.235 0.530
C 0.316 -3.339 0.568
C -0.777 -3.029 -0.473
N -1.325 -1.709 -0.268
C -0.895 -0.651 -0.980
O -0.181 -0.723 -1.956
C -1.394 0.705 -0.453
O -2.810 0.815 -0.351
C -3.411 0.353 0.743
O -2.829 -0.237 1.626
C -4.883 0.641 0.746
C -5.254 2.112 0.454
C -5.872 1.699 -0.889
C -5.615 0.224 -0.550
C 1.207 -1.146 1.388
C 2.048 -0.054 1.260
H 2.985 3.312 -0.595
H 2.996 2.196 -1.826
H 3.946 -1.107 -1.320
H 2.430 -3.075 -1.105
H -0.138 -3.404 1.558
H 0.770 -4.299 0.325
H -0.348 -3.041 -1.478
H -1.581 -3.766 -0.409
H -1.792 -1.535 0.615
H -1.083 1.480 -1.154
H -0.937 0.878 0.528
H -5.301 0.232 1.667
H -5.968 2.516 1.168
H -4.404 2.785 0.381
H -6.918 1.967 -1.016
H -5.310 2.049 -1.751
H -6.517 -0.353 -0.358
H -4.995 -0.310 -1.265
H 0.442 -1.150 2.151
H 1.973 0.805 1.907

Summary:
- largest force on an atom (hartree/bohr) = 0.0150
- HOMO level (eV) = -9.421
- 2S+1 = 1
- ΔE to the lowest compared entry with this formula, charge and spin (eV) = 2.101
- SMILES string = NS(=O)(=O)c1ccc(CCNC(=O)COC(=O)C2CCC2)cc1
- electronic energy (eV) = -39932.4906

No. 4
This record from OMol25 describes a 2-piece molecular cluster, C5H15N2 overall in a non-equilibrium geometry. The level of theory is ωB97M-V with the def2-TZVPD basis set.

Positions of all 22 atoms, in Å:
C 2.477 -0.444 -0.831
C -1.625 0.082 -1.282
C 1.431 0.641 -0.827
C -0.707 -0.903 0.895
C -1.169 0.284 0.093
N -0.614 -0.566 2.300
N -1.353 1.364 0.741
H 3.209 -0.219 -1.599
H 2.006 -1.369 -1.026
H 2.900 -0.484 0.204
H -0.924 0.697 -1.982
H -1.584 -0.951 -1.670
H -2.790 0.354 -1.315
H 1.879 1.396 -0.257
H 1.197 1.077 -1.752
H 0.246 -1.484 0.407
H -1.406 -1.681 0.818
H 0.445 0.277 -0.511
H 0.312 -0.579 2.664
H -1.012 1.472 1.734
H -1.828 2.156 0.201
H -1.088 -1.120 2.995

Summary:
- largest force on an atom (hartree/bohr) = 0.0575
- HOMO level (eV) = -14.510
- net charge = +1
- 2S+1 = 1
- ΔE to the lowest compared entry with this formula, charge and spin (eV) = 2.248
- electronic energy (eV) = -8400.4287